An isolated ion of composition C6H15N4 and charge +1, computed with the ωB97M-V functional and the def2-TZVPD basis.

ORCA input file:
```
! wB97M-V def2-TZVPD RIJCOSX def2/J DEFGRID3
* xyz 1 1
C 0.837 2.186 0.144
C 1.699 1.602 -0.900
C 0.226 1.239 -0.851
C 1.143 -1.689 0.721
C -2.159 1.104 0.909
C 0.471 -1.297 -0.632
N -1.798 -1.105 1.027
N -0.436 -2.395 -0.964
N -0.268 -0.025 -0.378
N -1.348 -0.098 0.519
H 1.168 1.817 1.162
H 0.586 3.273 0.298
H 1.888 2.393 -1.709
H 2.338 0.821 -0.727
H -0.364 1.853 -1.675
H 2.116 -2.005 0.467
H 0.790 -2.535 1.230
H 1.154 -0.804 1.377
H -1.373 1.939 1.100
H -2.825 0.906 1.723
H -2.855 1.534 0.223
H 1.200 -0.896 -1.267
H -1.633 -2.039 0.770
H -0.086 -3.304 -0.620
H -0.470 -2.473 -1.949
*
```

Results
- SMILES: [H]/N=[N+](/C)N(C1CC1)[C@@H](C)N
- HOMO: -0.5030 Ha
- DFT total energy: -12414.207 eV
- Energy above the lowest of the compared OMol25 structures with the same formula, charge and spin: 478.7 kJ/mol

Löwdin atomic charge list, values in e, 2 entries: number 1, C, carries -0.16; number 2, C, carries -0.08